ORCA calculation (the ωB97M-V functional and the def2-TZVPD basis) on 12 unconnected molecules or ions with the total composition H24O12.

The value obtained for the HOMO energy is -9.8 eV. Its SMILES is O.O.O.O.O.O.O.O.O.O.O.O. Its molar mass is 216.2 g/mol. As for the HOMO-LUMO gap: 0.3459 Ha. The maximum force comes out at 1.00 eV/A. For the energy above the lowest of the compared OMol25 structures with the same formula, charge and spin, the calculation gives 127.2 kJ/mol.

Last column: Löwdin charge in e.
Geometry (Å):
O  -0.98974  2.81871  1.44194  -0.066
H  -0.37840  2.07039  1.64042  0.018
H  -1.62997  2.81232  2.15799  0.043
O  -0.72148  -2.92347  0.24019  -0.050
H  -0.89342  -3.66466  -0.34874  0.044
H  -0.54785  -2.17223  -0.34849  0.002
O  -2.18977  2.76495  -1.15614  -0.078
H  -3.09525  2.56698  -0.90026  0.015
H  -1.68458  2.79510  -0.31582  -0.007
O  1.07737  1.38410  2.67187  -0.071
H  0.87145  0.44540  2.43064  0.029
H  1.04783  1.39060  3.63259  0.063
O  2.94394  1.08599  0.44074  -0.065
H  2.13249  1.13892  0.96418  -0.017
H  2.78176  0.37881  -0.20295  -0.024
O  -0.88440  -1.13949  -2.82444  -0.036
H  -1.73538  -0.80960  -3.14312  0.070
H  -0.72623  -1.94765  -3.32873  0.066
O  -0.33143  -1.09334  2.68817  -0.054
H  -1.14799  -0.82427  3.11212  0.033
H  -0.55827  -1.17237  1.74922  -0.007
O  2.30784  -2.36047  1.27720  -0.054
H  1.60932  -2.89351  1.67413  0.026
H  1.86594  -1.87705  0.57111  -0.012
O  2.36765  -0.65302  -1.72108  -0.053
H  2.93967  -1.34503  -2.07042  0.076
H  2.06989  -0.14735  -2.50754  0.026
O  0.06875  -0.06874  0.06188  -0.047
H  0.70872  -0.08962  -0.67418  0.023
H  -0.77095  0.17702  -0.34921  0.047
O  -2.77443  0.05440  1.39025  -0.037
H  -3.20420  0.85570  1.07242  0.035
H  -3.03148  -0.00051  2.31674  0.045
O  1.07732  0.98179  -3.61251  -0.049
H  0.46741  0.23144  -3.49472  0.005
H  0.95787  1.22979  -4.53547  0.059